one:
Entry from the OMol25 dataset: C46H43BrCaN9S2Se as an isolated structure (ωB97M-V/def2-TZVPD).

Output
* HOMO level (spin up / spin down): -0.1452 / -0.1451 Ha
* HOMO-LUMO gap (spin up / spin down): 5.6 / 5.6 eV
* net charge: -1
* molecular weight: 984.989 g mol⁻¹

CARTESIAN COORDINATES (ANGSTROEM)
Ca 0.170 0.469 -1.559
C -1.348 5.121 1.890
C -0.149 4.226 1.554
C -0.096 2.957 2.377
C 0.289 3.055 3.713
C 0.378 1.938 4.525
C 0.088 0.691 3.992
C -0.291 0.550 2.666
C -0.608 -0.830 2.141
C -1.972 -1.334 2.621
C -0.387 1.690 1.857
N -0.780 1.511 0.489
C -1.872 2.100 0.121
C -2.431 1.990 -1.188
C -3.541 2.658 -1.704
C -3.732 2.156 -2.997
C -2.720 1.210 -3.192
N -1.918 1.098 -2.111
H -1.326 6.037 1.292
H -1.335 5.405 2.946
H -2.297 4.614 1.696
H 0.768 4.789 1.748
H -0.149 3.997 0.491
H 0.543 4.034 4.111
H 0.689 2.035 5.559
H 0.183 -0.197 4.611
H 0.175 -1.517 2.471
H -0.613 -0.834 1.054
H -2.000 -1.387 3.713
H -2.187 -2.327 2.216
H -2.762 -0.656 2.286
H -2.439 2.684 0.846
H -4.130 3.410 -1.192
H -4.501 2.430 -3.705
H -2.567 0.585 -4.062
Br 2.222 -6.268 1.366
C 2.043 -4.764 0.223
C 1.918 -3.548 0.749
C 1.920 -2.358 -0.139
C 1.548 -2.637 -1.551
C 1.793 -3.968 -2.037
C 2.054 -5.000 -1.204
N 1.105 -1.630 -2.303
C 0.848 -1.731 -3.615
C 0.424 -0.629 -4.434
C 0.052 -0.881 -5.777
C -0.337 0.158 -6.583
C -0.380 1.459 -6.066
C -0.034 1.628 -4.750
N 0.379 0.635 -3.940
H 1.902 -3.401 1.819
H 1.420 -1.502 0.312
H 1.718 -4.188 -3.093
H 2.208 -5.999 -1.587
H 0.966 -2.673 -4.130
H 0.084 -1.898 -6.145
H -0.626 -0.030 -7.611
H -0.691 2.303 -6.666
H -0.098 2.611 -4.296
S 3.733 -1.658 -0.204
C 4.038 -1.530 1.531
C 4.829 -2.530 2.095
C 5.091 -2.599 3.457
C 5.922 -3.654 3.990
N 6.590 -4.494 4.407
C 4.516 -1.624 4.285
C 3.739 -0.621 3.746
C 3.478 -0.506 2.354
S 2.496 0.796 1.816
C 4.719 -1.660 5.723
N 4.866 -1.674 6.863
H 5.251 -3.286 1.446
H 3.295 0.118 4.399
N 2.381 1.592 -1.545
C 2.534 3.000 -1.720
C 2.836 3.828 -0.643
C 2.928 5.201 -0.828
C 2.725 5.769 -2.080
C 2.447 4.939 -3.159
C 2.357 3.565 -2.982
H 2.786 1.258 -0.657
H 2.805 1.075 -2.309
H 3.001 3.391 0.338
H 3.171 5.833 0.019
H 2.793 6.843 -2.216
H 2.297 5.361 -4.146
H 2.167 2.916 -3.829
C -5.552 -1.175 2.027
N -5.267 -2.427 1.344
C -5.700 -3.678 1.767
C -5.218 -4.576 0.894
N -4.496 -3.865 -0.058
C -3.750 -4.446 -1.164
C -4.517 -2.532 0.211
Se -3.685 -1.201 -0.742
H -6.629 -1.020 2.088
H -5.104 -0.372 1.447
H -5.125 -1.185 3.028
H -6.305 -3.811 2.650
H -5.315 -5.649 0.864
H -4.146 -5.440 -1.366
H -2.689 -4.510 -0.925
H -3.863 -3.809 -2.037

***

two:
Entry from the OMol25 dataset: C46H43BrCaN9S2Se as an isolated structure (ωB97M-V/def2-TZVPD).

Output
* HOMO level: -0.1495 Ha
* HOMO-LUMO gap: 5.8 eV
* net charge: -1
* molecular weight: 984.989 g mol⁻¹

CARTESIAN COORDINATES (ANGSTROEM)
Ca 0.014 0.480 -1.551
C -1.219 5.234 1.749
C -0.129 4.197 1.475
C -0.238 2.965 2.343
C 0.128 3.076 3.682
C 0.103 1.984 4.527
C -0.278 0.751 4.025
C -0.642 0.594 2.695
C -1.028 -0.781 2.219
C -2.412 -1.189 2.715
C -0.642 1.714 1.857
N -0.991 1.558 0.481
C -2.040 2.198 0.080
C -2.562 2.137 -1.246
C -3.633 2.864 -1.767
C -3.804 2.406 -3.078
C -2.827 1.427 -3.271
N -2.067 1.251 -2.175
H -1.082 6.120 1.126
H -1.200 5.547 2.796
H -2.214 4.833 1.548
H 0.844 4.655 1.667
H -0.129 3.930 0.419
H 0.464 4.040 4.052
H 0.410 2.083 5.561
H -0.265 -0.123 4.668
H -0.280 -1.493 2.580
H -1.022 -0.834 1.129
H -2.451 -1.186 3.806
H -2.675 -2.189 2.363
H -3.162 -0.491 2.337
H -2.599 2.812 0.791
H -4.205 3.618 -1.246
H -4.542 2.726 -3.797
H -2.659 0.827 -4.156
Br 1.280 -6.033 1.733
C 1.405 -4.621 0.467
C 1.470 -3.355 0.879
C 1.668 -2.269 -0.127
C 1.218 -2.643 -1.507
C 1.301 -4.029 -1.871
C 1.410 -4.996 -0.934
N 0.888 -1.657 -2.316
C 0.674 -1.754 -3.632
C 0.360 -0.632 -4.452
C 0.044 -0.855 -5.819
C -0.242 0.205 -6.634
C -0.246 1.505 -6.108
C 0.035 1.645 -4.769
N 0.350 0.630 -3.953
H 1.453 -3.102 1.931
H 1.243 -1.330 0.238
H 1.218 -4.318 -2.911
H 1.438 -6.043 -1.202
H 0.757 -2.708 -4.144
H 0.037 -1.869 -6.195
H -0.480 0.037 -7.678
H -0.489 2.370 -6.708
H -0.003 2.624 -4.302
S 3.488 -1.888 -0.318
C 4.009 -1.753 1.365
C 4.819 -2.761 1.870
C 5.266 -2.752 3.185
C 6.113 -3.800 3.666
N 6.803 -4.643 4.038
C 4.855 -1.690 4.013
C 4.043 -0.691 3.520
C 3.591 -0.670 2.179
S 2.553 0.601 1.665
C 5.268 -1.633 5.392
N 5.587 -1.575 6.495
H 5.107 -3.575 1.218
H 3.730 0.112 4.174
N 2.322 1.463 -1.426
C 2.546 2.855 -1.561
C 2.752 3.639 -0.429
C 2.904 5.012 -0.562
C 2.861 5.616 -1.811
C 2.670 4.828 -2.938
C 2.510 3.456 -2.818
H 2.673 1.093 -0.528
H 2.761 0.938 -2.176
H 2.795 3.167 0.546
H 3.063 5.612 0.325
H 2.980 6.688 -1.906
H 2.641 5.281 -3.922
H 2.367 2.838 -3.697
C -5.831 -1.404 1.542
N -5.046 -2.558 1.153
C -5.118 -3.802 1.751
C -4.232 -4.597 1.120
N -3.633 -3.835 0.136
C -2.560 -4.270 -0.741
C -4.126 -2.570 0.153
Se -3.580 -1.180 -0.919
H -6.893 -1.631 1.450
H -5.571 -0.588 0.871
H -5.598 -1.122 2.568
H -5.787 -4.004 2.569
H -3.971 -5.628 1.282
H -2.564 -5.358 -0.778
H -1.596 -3.914 -0.375
H -2.726 -3.854 -1.731

***

two comes first in stability; the runner-up is 14.3 kcal/mol higher.

***

one:
Entry from the OMol25 dataset: one molecule with the formula C6H6BrP (ωB97M-V/def2-TZVPD).

Output
* HOMO level: -0.3100 Ha
* HOMO-LUMO gap: 8.1 eV
* molecular weight: 188.992 g mol⁻¹
* SMILES: BrC1=CC=CC=C=[PH2]1

CARTESIAN COORDINATES (ANGSTROEM)
C 1.556 0.615 0.081
C 0.433 1.379 -0.018
C 1.899 -0.800 0.123
C -1.018 1.272 -0.055
C 1.138 -1.912 0.059
C -1.795 0.179 -0.068
P -0.650 -1.461 -0.073
Br -3.673 0.107 0.021
H 2.450 1.230 0.133
H 0.688 2.436 -0.054
H 2.968 -0.969 0.217
H -1.505 2.243 -0.057
H -1.317 -2.220 0.882
H -1.172 -2.099 -1.192

***

two:
Entry from the OMol25 dataset: C6H6BrP as an isolated structure (ωB97M-V/def2-TZVPD).

Output
* HOMO level: -0.3220 Ha
* HOMO-LUMO gap: 7.7 eV
* molecular weight: 188.992 g mol⁻¹

CARTESIAN COORDINATES (ANGSTROEM)
C 1.743 -0.397 -0.867
C 0.535 -0.714 -0.211
C 1.930 0.892 -1.195
C -0.320 0.315 0.018
C 0.392 3.349 -1.225
C -1.570 0.267 0.834
P 0.513 1.832 -0.622
Br -1.255 4.230 -0.704
H 2.509 -1.230 -1.159
H 0.316 -1.786 0.114
H 2.692 1.302 -1.901
H -1.442 0.548 1.811
H -1.852 -0.775 0.823
H -2.512 0.674 0.462

***

two comes first in stability; the runner-up is 12.4 kcal/mol higher.

***

one:
Entry from the OMol25 dataset: a 2-piece molecular cluster, C6H14 overall (ωB97M-V/def2-TZVPD).

Output
* multiplicity: 2
* HOMO level (spin up / spin down): -0.0625 / -0.0265 Ha
* HOMO-LUMO gap (spin up / spin down): 6.1 / 4.7 eV
* net charge: -1
* molecular weight: 86.178 g mol⁻¹

CARTESIAN COORDINATES (ANGSTROEM)
C 2.810 -0.253 -0.345
C 1.402 0.483 -0.433
C 0.262 0.077 0.374
C -1.049 0.996 0.270
C -2.141 0.272 -0.431
C -2.347 -0.945 0.441
H 3.585 0.423 0.050
H 2.671 -1.188 0.316
H 3.084 -0.747 -1.260
H 1.571 1.551 -0.095
H 1.159 0.718 -1.554
H 0.290 -0.016 1.436
H 2.641 -1.963 0.779
H -0.905 1.971 -0.518
H -1.339 1.693 1.103
H -3.110 0.824 -0.589
H -1.803 -0.034 -1.439
H -2.597 -1.830 -0.089
H -2.920 -1.008 1.358
H -1.265 -1.025 0.626

***

two:
Entry from the OMol25 dataset: a 2-piece molecular cluster, C6H14 overall (ωB97M-V/def2-TZVPD).

Output
* multiplicity: 2
* HOMO level (spin up / spin down): 0.0522 / -0.2276 Ha
* HOMO-LUMO gap (spin up / spin down): 2.7 / 10.3 eV
* net charge: -1
* molecular weight: 86.178 g mol⁻¹

CARTESIAN COORDINATES (ANGSTROEM)
C -1.661 -2.225 -0.030
C -2.609 -1.467 -0.986
C -1.972 -0.864 -2.260
H -0.667 -2.333 -0.462
H -2.133 -3.163 0.267
H -1.458 -1.664 0.885
H -3.084 -0.705 -0.363
H -3.388 -2.159 -1.307
H -2.427 -1.361 -3.120
H -2.106 0.213 -2.338
H -0.912 -1.109 -2.260
C 2.278 0.510 0.660
C 2.385 1.664 1.616
C 2.072 2.932 1.417
H 2.942 0.594 -0.203
H 2.465 -0.410 1.210
H 1.279 0.476 0.203
H 2.494 1.329 2.646
H 2.077 3.793 2.078
H 1.949 3.367 0.421

***

two comes first in stability; the runner-up is 101.2 kcal/mol higher.

***

one:
Entry from the OMol25 dataset: a 2-piece molecular cluster, C3H5FO overall (ωB97M-V/def2-TZVPD).

Output
* HOMO level (spin up / spin down): -0.3079 / -0.3061 Ha
* HOMO-LUMO gap (spin up / spin down): 8.5 / 8.6 eV
* molecular weight: 76.070 g mol⁻¹

CARTESIAN COORDINATES (ANGSTROEM)
C 0.650 0.643 -0.525
C 0.147 -0.276 1.611
C -0.410 -0.076 -1.249
O 1.588 1.189 -1.120
F -0.903 0.382 2.147
H 1.015 0.169 2.039
H -0.175 -1.349 1.425
H -1.299 0.462 -1.202
H -0.454 -1.041 -0.836
H -0.159 -0.103 -2.289

***

two:
Entry from the OMol25 dataset: a 2-piece molecular cluster, C3H5FO overall (ωB97M-V/def2-TZVPD).

Output
* HOMO level (spin up / spin down): -0.3200 / -0.3015 Ha
* HOMO-LUMO gap (spin up / spin down): 9.0 / 8.1 eV
* molecular weight: 76.070 g mol⁻¹

CARTESIAN COORDINATES (ANGSTROEM)
C 0.983 -1.938 -0.474
C 0.384 -0.839 -0.827
C -0.856 1.221 0.095
O -1.795 1.472 -0.846
F 0.274 -0.507 -2.169
H 1.397 -2.449 -1.349
H 1.127 -2.003 0.532
H -0.041 1.835 0.080
H -1.260 0.544 0.908
H -1.423 1.960 -1.563

***

one comes first in stability; the runner-up is 26.5 kcal/mol higher.

***

one:
Entry from the OMol25 dataset: one molecule with the formula C3H5FO (ωB97M-V/def2-TZVPD).

Output
* HOMO level: -0.3699 Ha
* HOMO-LUMO gap: 10.8 eV
* molecular weight: 76.070 g mol⁻¹
* SMILES: C=C(F)CO

CARTESIAN COORDINATES (ANGSTROEM)
C 1.026 -1.173 -0.272
C 1.069 0.084 -0.025
C -0.375 1.111 -0.104
O -1.518 0.327 0.040
F 2.172 0.842 0.212
H 1.703 -1.963 -0.168
H 0.078 -1.651 -0.278
H -0.402 1.470 -1.202
H -0.291 1.869 0.621
H -1.894 0.170 -0.864

***

two:
Entry from the OMol25 dataset: C3H5FO as an isolated structure (ωB97M-V/def2-TZVPD).

Output
* HOMO level: -0.3558 Ha
* HOMO-LUMO gap: 9.8 eV
* molecular weight: 76.070 g mol⁻¹

CARTESIAN COORDINATES (ANGSTROEM)
C -0.271 -1.451 -0.195
C 0.601 -0.205 -0.342
C -0.241 1.129 0.281
H -1.352 -1.401 -0.609
H -0.150 -1.472 1.211
H 0.319 -2.146 -0.930
H 0.361 2.276 -0.090
H 0.060 0.858 1.402
O 1.816 -0.237 -0.234
F -1.589 0.771 0.270

***

one comes first in stability; the runner-up is 40.2 kcal/mol higher.

***

one:
Entry from the OMol25 dataset: one molecule with the formula C6H16N (ωB97M-V/def2-TZVPD).

Output
* multiplicity: 2
* HOMO level (spin up / spin down): -0.1221 / -0.4176 Ha
* HOMO-LUMO gap (spin up / spin down): 4.3 / 12.1 eV
* molecular weight: 102.201 g mol⁻¹

CARTESIAN COORDINATES (ANGSTROEM)
C 0.195 -1.054 1.940
C -0.571 -0.010 1.145
C 0.170 0.648 -0.022
C -0.692 1.736 -0.725
C 0.768 -0.417 -1.001
C 1.939 0.233 -1.724
N -1.685 -0.923 0.470
H -0.402 -1.553 2.751
H 0.503 -1.849 1.270
H 1.169 -0.684 2.301
H -0.944 0.432 2.060
H 1.084 1.067 0.387
H -0.804 1.518 -1.788
H -1.692 1.858 -0.301
H -0.139 2.643 -0.516
H 1.316 -1.212 -0.474
H -0.078 -0.644 -1.652
H 1.662 1.261 -2.006
H 2.803 0.294 -1.066
H 2.179 -0.228 -2.684
H -2.548 -1.200 0.954
H -2.017 -0.462 -0.398
H -1.193 -1.806 0.160

***

two:
Entry from the OMol25 dataset: a 2-piece molecular cluster, C6H16N overall (ωB97M-V/def2-TZVPD).

Output
* multiplicity: 2
* HOMO level (spin up / spin down): -0.1089 / -0.3663 Ha
* HOMO-LUMO gap (spin up / spin down): 4.0 / 10.6 eV
* molecular weight: 102.201 g mol⁻¹

CARTESIAN COORDINATES (ANGSTROEM)
C 1.262 -0.821 2.311
N 1.241 -0.066 1.042
C 2.226 -0.537 0.021
H 0.520 -0.372 2.975
H 1.056 -1.866 2.094
H 2.212 -0.729 2.836
H 1.256 0.995 1.127
H 0.303 -0.250 0.648
H 3.195 -0.438 0.512
H 2.094 0.040 -0.890
H 2.064 -1.585 -0.212
C -1.333 0.625 -2.710
C -0.791 0.418 -1.295
C -1.777 0.777 -0.214
C -2.038 0.076 0.890
H -1.971 1.508 -2.812
H -0.491 0.713 -3.397
H -1.974 -0.203 -3.005
H 0.123 1.033 -1.209
H -0.538 -0.643 -1.187
H -2.291 1.727 -0.317
H -2.745 0.470 1.611
H -1.604 -0.874 1.179

***

one comes first in stability; the runner-up is 7.5 kcal/mol higher.